# C28H58Cl18FO2PS

A 10-piece molecular cluster, C28H58Cl18FO2PS overall in a non-equilibrium geometry (ωB97M-V with the def2-TZVPD basis set, the OMol25 dataset).

XYZ file:
```
109
Properties=species:S:1:pos:R:3:forces:R:3:lowdin_charge:R:1
C 1.590 1.158 -0.320 0.300 -0.243 -0.215 -0.172
C 1.385 1.820 -1.688 -0.025 -0.450 -0.174 -0.291
C -0.056 1.740 -2.195 -0.207 0.041 0.535 -0.177
C -1.080 2.740 -1.605 -0.514 -0.421 0.184 -0.485
O -2.211 2.145 -0.952 0.743 -0.389 -0.130 -0.160
C -3.105 1.555 -1.894 -1.042 -0.022 -0.043 -0.300
C -4.325 2.468 -2.041 0.418 -0.541 -0.063 -0.206
O -4.938 2.677 -0.793 -0.239 0.335 -0.280 -0.170
C -4.574 3.872 -0.130 0.131 -0.144 0.564 -0.128
C -3.578 0.132 -1.496 0.768 0.410 0.357 -0.062
C -3.055 -0.382 -0.167 -0.170 0.009 -0.106 -0.384
C -3.834 0.135 1.015 0.099 -0.336 -0.212 -0.034
F -3.225 -1.787 -0.198 0.085 0.018 0.050 -0.063
P -0.375 4.008 -0.492 0.496 1.326 -1.242 0.453
S 0.370 5.486 -1.567 -0.068 -0.159 0.118 0.078
H 0.666 0.889 0.184 0.032 0.275 -0.111 -0.015
H 2.217 1.747 0.348 -0.095 0.147 0.136 0.072
H 2.107 0.214 -0.473 0.091 -0.149 0.072 -0.005
H 1.781 2.833 -1.725 -0.085 0.178 -0.021 0.072
H 1.968 1.240 -2.406 0.076 0.364 -0.022 0.027
H -0.436 0.746 -1.952 -0.037 -0.161 0.023 0.115
H -0.085 1.825 -3.272 0.044 0.090 -0.131 0.029
H -1.485 3.321 -2.435 0.147 0.430 -0.010 0.077
H -2.671 1.497 -2.894 0.418 0.009 0.057 0.116
H -5.017 1.931 -2.691 -0.278 0.086 -0.029 0.133
H -4.058 3.386 -2.563 0.011 0.238 0.248 0.039
H -5.444 4.495 0.061 -0.193 0.029 -0.211 0.039
H -4.153 3.621 0.845 0.171 -0.070 0.050 0.081
H -3.835 4.453 -0.675 0.068 0.031 -0.180 0.064
H -4.661 0.142 -1.438 -0.167 -0.264 -0.195 0.118
H -3.222 -0.571 -2.247 -0.222 -0.101 -0.159 0.122
H -1.986 -0.201 -0.068 0.051 -0.029 0.030 0.098
H -4.871 -0.160 0.873 -0.160 0.017 0.116 0.090
H -3.789 1.216 1.051 0.103 0.176 0.121 0.066
H -3.450 -0.318 1.924 0.001 0.129 0.188 0.072
H -1.435 4.479 0.293 0.015 -0.518 0.347 -0.015
H 0.629 3.465 0.312 -0.459 -0.303 0.394 -0.024
Cl -0.522 1.147 2.269 -0.243 -0.003 0.313 0.623
C 0.284 -0.094 3.275 0.194 0.027 0.016 -0.664
C 0.319 0.309 4.725 -0.067 -0.170 0.035 -0.666
Cl 1.411 1.697 4.999 0.014 0.038 0.008 0.551
H 1.293 -0.261 2.885 -0.344 0.185 0.049 0.000
H -0.286 -1.015 3.158 -0.034 0.021 0.026 0.067
H 0.697 -0.515 5.327 0.051 -0.004 -0.033 0.009
H -0.668 0.582 5.091 0.011 0.081 -0.021 0.072
Cl 0.399 -2.322 -0.453 -0.372 -0.021 -0.204 0.567
C 0.849 -3.111 -1.988 -0.112 -0.100 -0.056 -0.636
C 2.270 -2.813 -2.384 0.134 -0.145 0.022 -0.631
Cl 2.502 -1.096 -2.800 0.059 -0.243 -0.138 0.636
H 0.140 -2.782 -2.745 0.036 0.077 0.004 0.072
H 0.734 -4.184 -1.848 0.070 -0.002 0.042 0.033
H 2.541 -3.404 -3.258 -0.053 0.036 -0.032 0.076
H 2.963 -3.047 -1.579 -0.009 0.053 0.048 0.026
Cl 1.467 -3.198 4.400 -0.058 -0.108 0.237 0.574
C 2.337 -4.386 5.405 -0.023 -0.114 -0.031 -0.641
C 2.296 -4.042 6.869 -0.051 -0.038 0.132 -0.658
Cl 3.231 -2.574 7.242 0.191 -0.028 -0.072 0.523
H 3.359 -4.439 5.039 0.007 0.051 -0.001 0.068
H 1.858 -5.350 5.243 -0.036 0.012 0.013 0.076
H 2.734 -4.856 7.444 0.034 0.005 -0.011 0.074
H 1.277 -3.881 7.214 -0.009 0.052 -0.036 0.062
Cl -5.002 5.823 -3.149 -0.009 0.100 -0.070 0.595
C -6.691 6.242 -3.530 -0.018 0.067 -0.132 -0.646
C -7.502 6.494 -2.286 -0.115 0.046 0.032 -0.650
Cl -7.747 4.996 -1.353 -0.064 0.029 -0.009 0.584
H -7.115 5.430 -4.115 0.040 -0.058 0.040 0.070
H -6.665 7.138 -4.148 0.001 0.039 0.057 0.072
H -8.488 6.867 -2.557 0.000 -0.032 -0.048 0.071
H -7.023 7.224 -1.638 0.062 -0.057 0.026 0.070
Cl 2.635 -1.965 1.661 0.575 -0.028 -0.343 0.541
C 4.313 -1.601 2.139 -0.060 0.079 0.257 -0.616
C 5.132 -1.111 0.974 -0.002 0.092 -0.015 -0.633
Cl 5.418 -2.393 -0.231 0.000 0.193 0.127 0.537
H 4.740 -2.500 2.578 -0.018 -0.039 -0.056 0.069
H 4.269 -0.830 2.908 0.002 0.026 -0.033 0.079
H 6.109 -0.782 1.325 0.014 -0.045 0.017 0.075
H 4.645 -0.279 0.469 -0.053 -0.049 -0.030 0.064
Cl 0.387 2.136 -5.731 0.016 -0.040 -0.173 0.587
C -0.419 3.472 -6.593 0.050 0.081 -0.068 -0.645
C -1.302 4.286 -5.683 0.095 0.133 0.013 -0.631
Cl -2.736 3.372 -5.145 0.000 -0.029 0.001 0.588
H -0.980 3.046 -7.421 -0.032 -0.054 0.045 0.067
H 0.368 4.106 -6.995 0.006 0.024 0.041 0.074
H -1.667 5.161 -6.217 -0.029 -0.020 -0.024 0.076
H -0.764 4.620 -4.797 -0.020 -0.060 0.049 0.057
Cl 0.809 -6.802 -3.279 0.010 0.001 0.003 0.542
C -0.973 -6.712 -3.321 -0.079 0.074 -0.058 -0.657
C -1.571 -6.596 -1.943 -0.047 0.037 0.013 -0.663
Cl -1.358 -8.089 -0.993 0.020 0.005 0.012 0.542
H -1.337 -7.595 -3.840 0.047 -0.048 0.037 0.067
H -1.233 -5.832 -3.907 0.016 0.029 0.030 0.072
H -2.642 -6.419 -2.024 -0.006 -0.019 -0.030 0.076
H -1.128 -5.777 -1.381 0.033 -0.026 0.023 0.056
Cl 0.451 -0.803 8.186 -0.216 0.020 0.050 0.543
C 0.945 0.881 8.506 0.104 0.085 -0.040 -0.665
C 1.225 1.119 9.967 0.064 0.038 0.030 -0.663
Cl -0.253 1.037 10.960 -0.002 -0.018 0.015 0.537
H 0.160 1.535 8.138 -0.044 -0.031 0.016 0.067
H 1.847 1.062 7.924 0.010 -0.026 0.015 0.053
H 1.642 2.116 10.098 -0.030 0.020 -0.031 0.073
H 1.931 0.391 10.358 -0.042 -0.048 0.004 0.068
Cl 8.830 -2.610 -3.379 -0.006 0.014 0.021 0.540
C 8.981 -4.308 -2.860 0.096 -0.034 -0.002 -0.666
C 7.746 -5.110 -3.177 -0.007 -0.104 -0.050 -0.656
Cl 6.352 -4.602 -2.190 0.013 -0.185 -0.159 0.516
H 9.194 -4.314 -1.795 -0.048 0.043 0.016 0.068
H 9.834 -4.729 -3.389 -0.020 -0.003 -0.036 0.071
H 7.925 -6.161 -2.959 0.019 0.011 0.045 0.072
H 7.467 -5.015 -4.223 -0.023 0.069 0.006 0.068
```
Positions in Å, forces in eV/Å.

Summary:
E_tot (eV): -282318.326
Spin multiplicity: 1
Frontier orbital gap (eV): 8.68
SMILES: CCC[C@@H](O[C@H](COC)C[C@@H](C)F)[PH2]=S.ClCCCl.ClCCCl.ClCCCl.ClCCCl.ClCCCl.ClCCCl.ClCCCl.ClCCCl.ClCCCl
Charge: 0
E_HOMO (eV): -8.2